Computed, not measured: 19 unconnected molecules or ions with the total composition C57H133N19O19 at a distorted geometry, with wB97M-V/def2-TZVPD.

Computed properties:
E_LUMO, eV: -0.1
Energy relative to the best compared isomer or geometry (same formula, charge and spin), kJ/mol: 683.9
Net charge: 0
Kohn-Sham gap, eV: 8.77

Last column: Mulliken charge in e.
Geometry (Å):
C -8.609965 4.117344 -4.426810  -1.08
C -7.390076 3.473822 -3.719637  0.63
O -7.552076 3.008378 -2.521855  -0.75
N -6.233751 3.517620 -4.335413  -0.06
C -4.977247 3.032244 -3.778469  -0.86
H -8.220727 4.871046 -5.111304  0.41
H -9.178228 4.666481 -3.676059  0.27
H -9.201757 3.369618 -4.954817  0.27
H -6.190108 4.320302 -4.946892  0.32
H -4.958685 2.909614 -2.695551  0.13
H -4.098603 3.610261 -4.064802  0.28
H -4.898847 2.052935 -4.250610  0.36
C -3.109147 -2.741086 -0.118721  -0.01
C -4.308759 -2.290234 -0.925077  0.48
O -4.711893 -3.045632 -1.879642  -0.75
N -4.707533 -1.029409 -0.850168  0.15
C -5.833196 -0.468374 -1.680573  -0.96
H -2.278055 -2.284249 -0.655999  -0.30
H -2.882084 -3.807027 -0.101116  0.28
H -3.313055 -2.490186 0.922227  0.15
H -4.207857 -0.553388 -0.112721  0.13
H -5.674124 -0.465853 -2.758901  0.23
H -5.757078 0.613722 -1.573994  0.29
H -6.844084 -0.828634 -1.489702  0.36
C 0.753658 -1.277936 4.524760  -0.64
C 1.012116 -2.737777 4.191408  0.37
O 0.232596 -3.652417 4.532642  -0.74
N 2.011709 -3.057180 3.366095  0.53
C 2.239697 -4.418653 2.921639  -1.11
H 0.019095 -1.017723 5.286880  0.51
H 0.847512 -0.720905 3.592550  -0.21
H 1.644207 -0.862615 4.996497  0.32
H 2.790049 -2.418077 3.289727  0.09
H 1.588259 -4.658394 2.081256  0.24
H 2.071720 -5.227324 3.632927  0.29
H 3.244973 -4.514413 2.511356  0.39
C 1.266212 5.598411 1.941793  -1.31
C 2.587983 5.122273 1.685710  0.91
O 2.839475 4.237826 0.830781  -0.62
N 3.551371 5.611620 2.457291  -0.14
C 4.920010 5.045177 2.457527  -0.50
H 1.455288 6.669572 2.012188  0.50
H 0.710922 5.088294 2.728897  0.27
H 0.629304 5.334790 1.097427  0.05
H 3.343722 6.389009 3.067737  0.25
H 5.137621 4.638664 3.445197  0.03
H 5.601367 5.895216 2.421853  0.40
H 5.128066 4.268564 1.721532  0.08
C -2.229937 -5.557029 -2.396061  -0.22
C -1.816388 -6.138575 -3.663189  0.70
O -2.430588 -7.055390 -4.090720  -0.68
N -0.766690 -5.796441 -4.342832  -0.06
C -0.101733 -6.332607 -5.547600  -0.89
H -1.706353 -4.633975 -2.147229  -0.17
H -2.134862 -6.353800 -1.658352  0.25
H -3.191465 -5.234601 -2.795570  0.23
H -0.319395 -4.959883 -3.996115  -0.04
H -0.681111 -7.143853 -5.988378  0.40
H 0.843568 -6.782667 -5.244386  0.29
H 0.114882 -5.656743 -6.374871  0.19
C 0.984649 -1.562143 -2.874089  0.14
C 2.026456 -0.488937 -2.839915  -0.08
O 2.876683 -0.546632 -1.910339  -0.63
N 1.958072 0.518542 -3.729816  0.13
C 2.795883 1.685218 -3.651928  -0.96
H 1.137803 -2.305790 -2.092023  -0.26
H 0.694018 -2.081934 -3.787033  0.70
H 0.156757 -0.966686 -2.489217  -0.50
H 1.117598 0.519560 -4.289907  0.22
H 2.651645 2.115150 -2.660748  0.26
H 2.533218 2.454866 -4.377708  0.44
H 3.817448 1.420049 -3.924324  0.27
C -7.128279 -2.182983 6.298369  -1.34
C -5.942178 -2.690275 5.490862  0.75
O -6.026430 -3.253809 4.380532  -0.65
N -4.803043 -2.500015 6.232752  -0.07
C -3.547517 -3.084301 5.839556  -0.95
H -6.875842 -1.306439 6.895067  0.38
H -7.454680 -3.083567 6.818476  0.37
H -8.019117 -2.011377 5.694154  0.34
H -4.892271 -2.100885 7.156244  0.25
H -3.197416 -2.850385 4.834166  0.11
H -3.450304 -4.122695 6.156377  0.43
H -2.773385 -2.715330 6.512381  0.38
C -3.890403 6.305650 -2.234021  -0.59
C -5.030326 6.968337 -2.930141  0.58
O -4.901443 7.270680 -4.130269  -0.70
N -6.108250 7.325152 -2.208000  -0.06
C -7.079010 8.322057 -2.589399  -1.04
H -3.904454 5.237025 -2.448352  -0.08
H -3.834666 6.504138 -1.163691  0.41
H -2.921696 6.595308 -2.641228  0.25
H -6.261324 7.011760 -1.260135  0.20
H -7.668694 8.069407 -3.470603  0.28
H -6.601876 9.103162 -3.181276  0.35
H -7.666773 8.727797 -1.765989  0.38
C -1.363719 1.805807 4.136168  -0.20
C -2.913995 1.440519 4.038252  0.65
O -3.697462 2.226779 4.525566  -0.69
N -3.276076 0.254312 3.622093  0.17
C -4.631290 -0.259843 3.382117  -0.93
H -1.114940 2.242367 5.103443  0.40
H -1.076388 2.425221 3.286532  0.12
H -0.789568 0.882700 4.056718  -0.38
H -2.621926 -0.496541 3.453541  0.12
H -4.538670 -1.321510 3.153266  0.25
H -5.133923 0.247709 2.558804  0.24
H -5.268147 -0.173814 4.262520  0.32
C 3.727211 -3.073156 -4.786580  -0.46
C 2.878753 -3.595507 -5.878341  0.46
O 1.661821 -3.556270 -5.840806  -0.60
N 3.566348 -4.140148 -6.916911  -0.23
C 2.920066 -5.110492 -7.801943  -0.96
H 4.026650 -2.071334 -5.094447  0.31
H 4.658909 -3.628307 -4.677824  0.48
H 3.266674 -3.152879 -3.801876  -0.14
H 4.563913 -4.034486 -7.034397  0.24
H 3.442496 -6.059265 -7.924427  0.29
H 3.091601 -4.652187 -8.775916  0.39
H 1.835131 -5.129487 -7.698788  0.30
C 4.046222 1.879292 2.718879  -0.04
C 4.069371 1.035484 4.043696  0.15
O 4.156143 -0.186598 3.955516  -0.62
N 3.910832 1.504643 5.266635  -0.16
C 3.944537 2.917537 5.569764  -0.90
H 3.177491 2.537325 2.738809  0.06
H 3.818138 1.075215 2.019208  0.04
H 4.985962 2.382315 2.490967  0.20
H 3.977316 0.973333 6.123009  0.35
H 4.082501 2.988562 6.648659  0.39
H 3.045826 3.463704 5.283201  0.17
H 4.891382 3.305695 5.194351  0.30
C 8.855615 4.898141 -1.165555  -1.21
C 7.851515 3.898447 -0.744622  0.77
O 7.383071 3.964661 0.370275  -0.59
N 7.593680 2.890378 -1.626276  -0.12
C 6.608515 1.810427 -1.272255  -0.39
H 9.680839 4.947470 -0.455152  0.34
H 8.605609 5.953288 -1.054851  0.30
H 9.316725 4.793153 -2.147621  0.33
H 7.951236 2.882678 -2.570843  0.24
H 6.847470 0.781491 -1.541111  0.25
H 5.725716 1.995775 -1.884149  0.02
H 6.264726 1.761477 -0.239047  0.09
C 0.837926 5.337889 -1.751397  0.30
C 2.046232 5.140021 -2.648185  0.54
O 2.019475 5.406299 -3.823936  -0.69
N 3.230678 4.873419 -2.052256  0.12
C 4.437096 4.807905 -2.905625  -0.70
H 0.927237 6.004403 -0.893557  0.28
H 0.668853 4.347101 -1.329666  -0.64
H -0.054183 5.528090 -2.348108  0.16
H 3.292399 4.391736 -1.166670  0.16
H 4.508889 3.783364 -3.270666  0.10
H 5.372842 4.935256 -2.361337  0.15
H 4.682611 5.635479 -3.571173  0.37
C -0.163794 1.553805 -0.558810  -0.78
C -0.283703 0.367614 0.354127  0.30
O -1.387989 0.107845 0.801630  -0.57
N 0.759203 -0.446999 0.218158  1.14
C 0.823818 -1.758339 0.691314  -0.96
H 0.643418 2.205716 -0.224873  0.15
H -1.057945 2.174685 -0.614553  0.43
H 0.098674 1.380018 -1.602375  0.01
H 1.515933 -0.164518 -0.388187  -0.28
H 0.148051 -1.948479 1.525154  0.14
H 1.867170 -1.969769 0.925419  0.40
H 0.614579 -2.530891 -0.048606  -0.07
C 4.660288 -3.128348 -1.334209  -0.83
C 5.470380 -2.738533 -0.090284  0.36
O 4.950275 -3.122849 0.981505  -0.53
N 6.681388 -2.124399 -0.257288  -0.17
C 7.435442 -1.606528 0.933820  -0.71
H 5.061143 -3.903355 -1.987488  0.48
H 4.640739 -2.252570 -1.982856  0.11
H 3.599362 -3.285337 -1.139551  0.23
H 7.034033 -1.797269 -1.145392  0.29
H 8.425877 -1.363159 0.549246  0.34
H 7.430015 -2.347113 1.733573  0.25
H 6.871984 -0.797285 1.398293  0.18
C 0.121271 -8.608878 6.477059  -1.16
C 0.310847 -8.039632 5.071224  0.73
O 1.382072 -8.102958 4.567822  -0.61
N -0.792720 -7.590664 4.478468  -0.16
C -0.845651 -7.061504 3.053170  -0.54
H 0.934022 -8.279947 7.124628  0.29
H 0.071435 -9.697478 6.453032  0.27
H -0.793115 -8.206491 6.913033  0.37
H -1.640562 -7.908713 4.925805  0.24
H -0.104703 -6.270219 2.939345  -0.11
H -1.789560 -6.616872 2.737832  0.37
H -0.656077 -7.852025 2.327050  0.33
C -5.960648 3.666270 0.557092  -0.49
C -7.084419 4.571205 0.831448  0.67
O -7.202080 4.923659 2.004045  -0.71
N -7.914255 4.840596 -0.176676  0.10
C -9.195041 5.578283 -0.101190  -1.06
H -5.364413 3.403160 1.430809  0.35
H -5.285870 3.983127 -0.238127  0.00
H -6.473089 2.761739 0.229513  0.18
H -7.676266 4.403127 -1.055345  -0.03
H -10.101473 4.975782 -0.042376  0.31
H -9.319688 6.267781 -0.936144  0.30
H -9.157612 6.155203 0.822854  0.41
C -1.427435 2.979373 -5.291380  -1.48
C -1.748308 1.826061 -4.286546  0.59
O -2.066492 2.265555 -3.128653  -0.42
N -1.798641 0.587237 -4.717263  0.02
C -2.228507 -0.559011 -3.905865  -0.71
H -2.309034 3.232212 -5.880421  0.39
H -0.600158 2.753939 -5.964344  0.51
H -1.234599 3.873781 -4.698974  0.25
H -1.717487 0.593810 -5.723982  0.22
H -1.648476 -1.447081 -4.156851  0.39
H -3.282857 -0.834600 -3.927810  0.44
H -1.900745 -0.411305 -2.876858  -0.11
C 5.671752 -3.981875 4.632155  -0.83
C 6.082037 -5.414755 4.466883  0.54
O 7.259786 -5.751709 4.521782  -0.65
N 5.074266 -6.256365 3.967266  0.06
C 5.181311 -7.629986 3.681164  -1.07
H 6.320053 -3.504129 5.366711  0.39
H 4.721873 -3.930974 5.164352  0.37
H 5.638194 -3.420307 3.698543  0.10
H 4.172885 -5.808573 3.883067  0.11
H 6.093316 -7.877405 3.137911  0.37
H 4.402854 -7.960951 2.993732  0.31
H 5.228922 -8.385909 4.465022  0.32

Forces on atoms 1 to 2 (eV/Å):
C 1.477 0.152 0.414
C -2.925 -0.785 4.675